*1*
A cluster of 3 separate species, C2H5Cl2NOS in total. Source: the Open Molecules 2025 dataset; level of theory: wB97M-V/def2-TZVPD.

Kohn-Sham gap (eV): 9.30
Spin multiplicity: 1
Total charge: 0
HOMO level (eV): -9.99

Structure (XYZ):
```
12
C2H5Cl2NOS | the Open Molecules 2025 dataset | wB97M-V/def2-TZVPD
C -2.069 -0.495 0.678
C -0.996 0.193 0.313
N 3.273 1.924 1.355
O 2.172 0.172 -0.085
S 2.064 1.040 1.071
Cl -0.969 1.900 0.517
Cl 1.161 -2.418 -2.402
H -3.018 0.001 1.151
H -2.094 -1.639 0.557
H -0.195 -0.227 -0.405
H 1.265 -1.813 -1.245
H 3.355 2.519 2.107
```


*2*
The molecule C2H5Cl2NOS. Source: the Open Molecules 2025 dataset; level of theory: wB97M-V/def2-TZVPD.

Kohn-Sham gap (eV): 8.76
Spin multiplicity: 1
Structure (SMILES): N=[S@@](=O)(Cl)CCCl
Total charge: 0
HOMO level (eV): -9.89

Structure (XYZ):
```
12
C2H5Cl2NOS | the Open Molecules 2025 dataset | wB97M-V/def2-TZVPD
N 2.398 -0.672 -0.010
S 1.093 0.267 -0.656
O 1.371 1.581 -1.092
Cl -0.017 -0.743 -2.245
C -0.251 0.486 0.631
C -1.500 -0.342 0.388
Cl -2.613 0.111 1.724
H 2.742 -1.264 -0.752
H -0.287 1.508 0.523
H 0.268 0.345 1.463
H -1.156 -1.302 0.441
H -2.048 0.025 -0.414
```


Which is most stable, and by how much? *1*, by 23.5 kcal/mol.


*1*
The molecule C2HNO3. Source: the Open Molecules 2025 dataset; level of theory: wB97M-V/def2-TZVPD.

Kohn-Sham gap (spin up / spin down) (eV): 7.48 / 7.49
Spin multiplicity: 1
Structure (SMILES): O=CC(=O)N=O
Total charge: 0
HOMO level (spin up / spin down) (eV): -9.06 / -9.03

Structure (XYZ):
```
7
C2HNO3 | the Open Molecules 2025 dataset | wB97M-V/def2-TZVPD
O -0.013 0.052 -1.591
C -0.661 0.144 -0.600
C 0.020 0.033 0.908
O -0.547 0.192 1.927
N 1.191 -0.258 0.498
O 1.667 -0.386 -0.578
H -1.656 0.223 -0.564
```


*2*
The molecule C2HNO3. Source: the Open Molecules 2025 dataset; level of theory: wB97M-V/def2-TZVPD.

Kohn-Sham gap (eV): 10.49
Spin multiplicity: 1
Total charge: 0
HOMO level (eV): -10.88

Structure (XYZ):
```
7
C2HNO3 | the Open Molecules 2025 dataset | wB97M-V/def2-TZVPD
C 0.613 0.101 -0.012
C 1.470 -0.927 0.733
N -1.079 0.340 0.042
O -1.722 -0.663 -0.170
O -1.404 1.462 0.332
O 0.958 -1.258 -0.378
H 1.163 0.944 -0.545
```


Which is most stable, and by how much? *1*, by 44.5 kcal/mol.


*1*
The molecule C9H10N2O2. Source: the Open Molecules 2025 dataset; level of theory: wB97M-V/def2-TZVPD.

Kohn-Sham gap (eV): 8.72
Spin multiplicity: 1
Structure (SMILES): CC(=O)N/N=C\c1ccccc1O
Total charge: 0
HOMO level (eV): -8.42

Structure (XYZ):
```
23
C9H10N2O2 | the Open Molecules 2025 dataset | wB97M-V/def2-TZVPD
C -0.093 1.750 1.373
C -1.182 1.074 2.038
O -1.258 0.729 3.264
N -2.149 0.382 1.253
N -2.364 0.568 -0.147
C -1.458 0.435 -1.049
C -0.270 -0.198 -0.673
C -0.321 -1.295 0.164
C 0.856 -2.109 0.180
C 1.883 -1.871 -0.724
C 1.936 -0.897 -1.631
C 0.839 0.006 -1.563
O 0.728 1.116 -2.350
H -0.288 2.380 0.550
H 0.799 1.052 1.309
H 0.268 2.407 2.121
H -2.907 0.328 1.872
H -1.734 0.726 -2.065
H -1.077 -1.559 0.756
H 0.878 -2.839 0.933
H 2.765 -2.613 -0.379
H 2.791 -0.632 -2.160
H 1.357 1.060 -3.073
```


*2*
The molecule C9H10N2O2. Source: the Open Molecules 2025 dataset; level of theory: wB97M-V/def2-TZVPD.

Kohn-Sham gap (eV): 7.70
Spin multiplicity: 1
Structure (SMILES): CC1(C)C(=O)N=N[C@H]1c1ccco1
Total charge: 0
HOMO level (eV): -8.63

Structure (XYZ):
```
23
C9H10N2O2 | the Open Molecules 2025 dataset | wB97M-V/def2-TZVPD
C -0.853 -0.866 0.795
C -1.573 -0.081 -0.279
C -2.325 -0.971 -1.304
C -2.670 0.934 0.146
O -3.671 0.598 0.791
N -2.319 2.161 -0.331
N -1.232 2.323 -0.858
C -0.384 1.107 -1.066
C 0.880 1.216 -0.359
C 1.333 1.570 0.895
C 2.768 1.353 0.845
C 2.999 0.876 -0.390
O 1.939 0.749 -1.119
H -1.478 -1.662 1.273
H -0.811 -0.194 1.654
H 0.130 -1.180 0.432
H -1.715 -1.740 -1.644
H -2.544 -0.249 -2.113
H -3.286 -1.279 -0.967
H -0.135 1.048 -2.174
H 0.775 2.155 1.567
H 3.447 1.668 1.567
H 3.884 0.553 -0.839
```


Which is most stable, and by how much? *1*, by 15.8 kcal/mol.


*1*
The molecule C23H28N4O5. Source: the Open Molecules 2025 dataset; level of theory: wB97M-V/def2-TZVPD.

Kohn-Sham gap (eV): 8.18
Spin multiplicity: 1
Structure (SMILES): CCOc1ccc(NC(=O)CN2CCN(CC(=O)Nc3ccc4c(c3)OCO4)CC2)cc1
Total charge: 0
HOMO level (eV): -7.71

Structure (XYZ):
```
60
C23H28N4O5 | the Open Molecules 2025 dataset | wB97M-V/def2-TZVPD
C -6.394 -1.621 1.701
C -5.695 -2.686 2.542
O -4.993 -2.141 3.640
C -3.800 -1.512 3.439
C -3.241 -0.910 4.568
C -2.028 -0.260 4.505
C -1.338 -0.194 3.297
N -0.103 0.447 3.162
C 0.593 1.185 4.057
O 0.282 1.404 5.207
C 1.900 1.712 3.451
N 1.800 1.836 2.010
C 1.032 3.006 1.614
C 0.776 2.954 0.113
N 2.049 2.939 -0.588
C 1.917 3.067 -2.031
C 1.222 1.858 -2.663
O 0.023 1.697 -2.591
N 2.089 0.969 -3.226
C 1.822 -0.270 -3.824
C 0.539 -0.793 -3.921
C 0.307 -2.030 -4.518
C 1.390 -2.715 -5.008
C 2.681 -2.191 -4.911
C 2.926 -0.976 -4.327
O 3.572 -3.066 -5.471
C 2.803 -4.159 -5.929
O 1.443 -3.934 -5.633
C 2.832 1.788 -0.179
C 3.079 1.854 1.326
C -1.891 -0.792 2.171
C -3.108 -1.445 2.235
H -5.672 -0.936 1.263
H -7.073 -1.047 2.326
H -6.960 -2.096 0.905
H -5.030 -3.300 1.921
H -6.440 -3.344 2.999
H -3.784 -0.969 5.498
H -1.608 0.202 5.383
H 0.317 0.424 2.237
H 2.678 0.982 3.693
H 2.160 2.656 3.954
H 1.574 3.935 1.859
H 0.081 3.006 2.150
H 0.167 2.068 -0.123
H 0.222 3.843 -0.196
H 2.914 3.221 -2.452
H 1.309 3.953 -2.228
H 3.067 1.222 -3.226
H -0.289 -0.228 -3.530
H -0.688 -2.433 -4.593
H 3.928 -0.585 -4.260
H 3.143 -5.081 -5.430
H 2.932 -4.268 -7.018
H 2.324 0.835 -0.409
H 3.792 1.811 -0.703
H 3.653 2.767 1.557
H 3.662 0.984 1.637
H -1.365 -0.745 1.228
H -3.497 -1.897 1.336
```


*2*
The molecule C23H28N4O5. Source: the Open Molecules 2025 dataset; level of theory: wB97M-V/def2-TZVPD.

Kohn-Sham gap (eV): 8.62
Spin multiplicity: 1
Structure (SMILES): COc1ccc2[nH]c3c(c2c1)CCN1C(=O)N([C@@H](C)C(=O)NC[C@@H]2CCCO2)C(=O)[C@]31C
Total charge: 0
HOMO level (eV): -7.94

Structure (XYZ):
```
60
C23H28N4O5 | the Open Molecules 2025 dataset | wB97M-V/def2-TZVPD
C -7.268 -2.748 0.524
O -7.385 -1.380 0.820
C -6.305 -0.572 0.586
C -6.511 0.783 0.912
C -5.527 1.726 0.736
C -4.308 1.302 0.222
N -3.169 2.004 -0.068
C -2.237 1.128 -0.547
C -2.748 -0.140 -0.598
C -4.085 -0.056 -0.109
C -5.097 -1.001 0.075
C -1.955 -1.324 -1.055
C -0.727 -0.842 -1.844
N -0.104 0.279 -1.183
C 0.936 0.177 -0.330
O 1.722 -0.734 -0.218
N 0.962 1.353 0.438
C 2.087 1.683 1.291
C 2.114 0.785 2.521
C 3.326 1.638 0.369
O 3.265 2.124 -0.743
N 4.435 1.096 0.891
C 5.644 0.901 0.128
C 5.902 -0.596 -0.106
C 4.893 -1.250 -1.056
C 4.764 -2.656 -0.481
C 4.885 -2.365 1.011
O 5.812 -1.297 1.133
C -0.074 2.182 0.150
O -0.330 3.236 0.677
C -0.856 1.501 -0.973
C -0.840 2.407 -2.211
H -7.071 -2.915 -0.540
H -6.478 -3.223 1.117
H -8.228 -3.191 0.786
H -7.475 1.056 1.308
H -5.697 2.761 0.990
H -2.988 2.972 0.143
H -4.913 -2.032 -0.181
H -2.562 -1.980 -1.682
H -1.627 -1.902 -0.185
H 0.021 -1.631 -1.927
H -1.027 -0.523 -2.846
H 1.936 2.730 1.586
H 1.154 0.850 3.030
H 2.886 1.105 3.216
H 2.278 -0.251 2.231
H 4.396 0.570 1.749
H 6.482 1.332 0.684
H 5.529 1.417 -0.826
H 6.929 -0.713 -0.485
H 5.235 -1.233 -2.088
H 3.931 -0.742 -0.989
H 3.816 -3.126 -0.729
H 5.587 -3.290 -0.814
H 5.265 -3.205 1.597
H 3.908 -2.061 1.411
H -1.428 1.963 -3.011
H 0.185 2.544 -2.548
H -1.260 3.376 -1.955
```


Which is most stable, and by how much? *2*, by 61.7 kcal/mol.